The following is a DFT calculation (ωB97M-V with the def2-TZVPD basis set) of a molecular structure, C47H52GeN2O5S2Tl.

Charge   +1
Orbital gap (alpha / beta)   5.8685 / 7.8660 eV

Cartesian coordinates (Å):
Tl 0.0190 0.1718 0.0924
Ge -2.7693 -1.3907 -2.5202
S 2.8986 -1.5838 2.6332
S -2.7113 -2.4667 1.9714
O 0.2729 1.3519 -2.2470
O -1.7040 0.3739 -2.4178
O 2.8599 -4.9439 -4.7463
O -1.6987 -1.6080 1.2583
O 2.1055 -0.6623 1.7518
N -0.6131 -2.0338 -2.5827
N 2.5857 -6.0111 -2.7796
C 1.1680 -2.8887 -4.0544
C 3.6334 -2.7959 1.5395
C 3.5264 -2.6139 0.1720
C -5.3005 -0.9321 -1.3371
C 0.6114 -3.1756 2.5256
C -4.4103 0.6305 -5.8235
C -3.5297 -1.0078 -4.2766
C 0.8416 -3.8183 -1.9006
C -3.5517 -6.0877 -1.8349
C -0.2569 -2.9500 -1.7263
C -0.7461 3.2979 1.4376
C -2.5436 -4.3111 -3.0992
C -0.2347 -0.8879 -4.7669
C -6.2793 -0.4338 -0.4877
C -2.7860 -5.6620 -2.9151
C -3.3347 -0.5733 6.0454
C -3.9567 -0.5913 -1.1722
C -2.2024 -0.2522 5.3074
C -3.0646 -3.3476 -2.2282
C -3.8374 -3.7941 -1.1612
C 4.8675 -4.5839 -0.1613
C 1.6977 -2.6711 3.4562
C -1.8275 -3.9724 2.4718
C -3.6249 0.2756 -0.1373
C -0.8033 1.9401 2.0526
C 2.3583 -4.9943 -3.6440
C -2.9350 -1.7288 3.5768
C 4.9775 -4.7492 1.2148
C -4.5955 0.7663 0.7240
C 4.1518 -3.5158 -0.6797
C -0.6029 0.8104 -2.9300
C -1.7766 4.2219 2.1054
C -4.2701 -1.4674 5.5434
C 1.4470 -3.8849 -3.1709
C -4.0778 -2.0448 4.2968
C -4.0744 -5.1518 -0.9593
C -5.9258 0.4115 0.5525
C -0.5634 -3.7791 3.3009
C -4.6101 -1.7078 -6.3250
C -4.8195 -0.3852 -6.6785
C -0.3576 0.6048 -4.4146
C -3.9777 -2.0170 -5.1266
C 0.3718 -1.7051 -3.6294
C 0.6597 3.8843 1.5127
C -3.7734 0.3208 -4.6326
C 4.3700 -3.8466 2.0723
C -1.9964 -0.8331 4.0655
H -1.7514 1.4173 2.1204
H -1.7607 5.2053 1.6354
H 5.5519 -5.5716 1.6189
H -4.9458 -2.5038 -6.9769
H -5.1577 -1.7026 6.1148
H 4.4825 -3.9557 3.1444
H 1.2749 -2.0424 4.2442
H 0.5713 1.1201 -4.6531
H -2.3806 -6.3844 -3.6123
H 4.0934 -3.3743 -1.7509
H -3.4779 1.1150 -3.9595
H -3.4938 -0.1158 7.0124
H -1.4824 0.4546 5.6984
H 2.9751 -1.7631 -0.2076
H -2.5775 -4.5512 3.0170
H -4.5960 1.6647 -6.0832
H 2.2742 -3.4644 3.9361
H 3.1521 -6.7763 -3.1057
H 0.6987 4.8656 1.0411
H -0.9032 -3.0985 -0.8684
H -4.6802 -5.4724 -0.1204
H -1.0322 3.2185 0.3789
H -3.8484 -3.0574 -4.8604
H 1.6208 -2.9070 -5.0377
H 2.1067 -6.1074 -1.9047
H -0.8021 -3.1496 4.1622
H -5.5990 -1.5943 -2.1440
H -4.8161 -2.7209 3.8824
H 1.1159 -1.0520 -3.1250
H -4.3145 1.4393 1.5248
H -1.9229 -4.0077 -3.9371
H -0.2804 -4.7525 3.7113
H -3.7442 -7.1423 -1.6868
H 0.2577 -2.3330 1.9354
H -0.0051 1.6060 2.7066
H -1.1984 -1.3150 -5.0389
H 5.3588 -5.2789 -0.8289
H -2.7862 3.8194 2.0190
H -1.1623 1.0549 -4.9956
H -1.1291 -0.5892 3.4661
H -5.3136 -0.1438 -7.6102
H 1.0229 -3.9113 1.8272
H 0.9694 3.9983 2.5538
H -1.5503 4.3480 3.1656
H 1.0757 -4.5015 -1.0970
H -7.3156 -0.7043 -0.6427
H -2.6007 0.5964 -0.0045
H -6.6840 0.8031 1.2180
H 1.3879 3.2424 1.0136
H -1.6350 -4.4927 1.5288
H -4.2628 -3.0812 -0.4677
H 0.4087 -0.9880 -5.6413

Forces on atoms 1 to 3 (eV/Å):
Tl 0.2 0.0 0.1
Ge -0.1 0.3 -0.1
S 0.0 0.0 -0.1